#P
{
  "formula": "C3H8N4O",
  "method": "ωB97M-V/def2-TZVPD",
  "smiles": "[NH2+]=C/[NH+]=C\\N/C=N/O",
  "total_charge": 2,
  "homo_energy_ev": [-18.418, -18.418],
  "orbital_gap_ev": [8.39, 8.39],
  "lumo_energy_ev": [-10.029, -10.029],
  "species": ["N", "C", "N", "C", "N", "C", "N", "O", "H", "H", "H", "H", "H", "H", "H", "H"],
  "xyz": [[2.2406, 1.6493, 0.0374], [1.2781, 0.7904, -0.1792], [1.4071, -0.5709, -0.0425], [0.4376, -1.5490, -0.0927], [-0.8568, -1.5590, -0.1115], [-1.9120, -0.5942, -0.0758], [-1.5920, 0.6633, -0.0331], [-2.5174, 1.5812, 0.0275], [3.2997, 1.4192, 0.0854], [2.1563, 2.6178, 0.0988], [0.3214, 1.0890, -0.4014], [2.4283, -0.8310, 0.2802], [0.8562, -2.5346, -0.0436], [-1.2096, -2.3684, 0.2138], [-2.9777, -0.9861, -0.0431], [-3.3598, 1.1829, 0.2796]],
  "nbo_charge": [-0.627, 0.434, -0.561, 0.425, -0.427, 0.102, -0.072, -0.405, 0.464, 0.465, 0.264, 0.485, 0.266, 0.451, 0.252, 0.484]
}



#Q
{
  "formula": "C3H8N4O",
  "method": "ωB97M-V/def2-TZVPD",
  "smiles": "N[C@@H]1[NH+]=C[NH+]=CN1O",
  "total_charge": 2,
  "homo_energy_ev": -19.546,
  "orbital_gap_ev": 9.73,
  "lumo_energy_ev": -9.814,
  "species": ["N", "C", "N", "C", "N", "C", "N", "O", "H", "H", "H", "H", "H", "H", "H", "H"],
  "xyz": [[-1.0441, 1.7109, -0.7073], [-0.6477, 0.8397, 0.2956], [0.8802, 0.8495, 0.5960], [1.7314, -0.0104, 0.1496], [1.3862, -1.2071, -0.2725], [0.0748, -1.5519, -0.2619], [-0.8414, -0.7044, 0.1075], [-2.0686, -1.0928, 0.3579], [-0.5630, 1.6856, -1.5986], [-1.6345, 2.4037, -0.3381], [-1.0269, 1.2032, 1.2937], [1.3432, 1.6443, 0.9529], [2.8247, 0.4049, 0.2880], [2.2051, -1.8073, -0.3849], [-0.0916, -2.5193, -0.4875], [-2.5278, -1.8487, 0.0096]],
  "nbo_charge": [-0.776, 0.261, -0.486, 0.383, -0.535, 0.342, 0.035, -0.470, 0.433, 0.447, 0.286, 0.461, 0.305, 0.498, 0.263, 0.553]
}



Which one sits at the bottom of the stability order? #Q does.



#P
{
  "formula": "C6H9NO3",
  "method": "ωB97M-V/def2-TZVPD",
  "smiles": "C=NO/C=C\\OCC(=C)O",
  "total_charge": 0,
  "homo_energy_ev": -8.783,
  "orbital_gap_ev": 9.68,
  "lumo_energy_ev": 0.896,
  "species": ["C", "N", "O", "C", "C", "O", "C", "C", "C", "O", "H", "H", "H", "H", "H", "H", "H", "H", "H"],
  "xyz": [[-2.1393, 0.0123, 1.0934], [-1.4055, -0.5734, 0.2619], [-0.5723, -1.4526, 0.9860], [0.2228, -2.3406, 0.2264], [0.9738, -1.9561, -0.8044], [1.3375, -0.7127, -1.2354], [1.4022, 0.4325, -0.3755], [0.2974, 1.5049, -0.6640], [0.2434, 2.4442, 0.2663], [-0.6104, 1.2446, -1.6333], [-1.9064, -0.2044, 2.0704], [-2.9284, 0.6230, 0.5837], [0.2443, -3.4237, 0.4881], [1.4223, -2.6638, -1.3384], [2.3391, 0.9397, -0.4346], [1.3231, 0.0094, 0.6767], [-0.6257, 3.1254, 0.4020], [1.0815, 2.7137, 0.9533], [-0.6993, 0.2775, -1.5226]],
  "nbo_charge": [-0.114, -0.142, -0.427, -0.002, 0.105, -0.521, -0.128, 0.301, -0.530, -0.673, 0.197, 0.220, 0.208, 0.181, 0.203, 0.201, 0.209, 0.208, 0.504]
}



#Q
{
  "formula": "C6H9NO3",
  "method": "ωB97M-V/def2-TZVPD",
  "smiles": "C#C[C@@](CO)(NC)C(=O)O",
  "total_charge": 0,
  "homo_energy_ev": -9.078,
  "orbital_gap_ev": 9.62,
  "lumo_energy_ev": 0.539,
  "species": ["C", "C", "C", "C", "O", "N", "C", "C", "O", "O", "H", "H", "H", "H", "H", "H", "H", "H", "H"],
  "xyz": [[0.6151, -0.7249, -2.6272], [0.4305, -0.4208, -1.4753], [-0.1419, 0.1057, -0.2240], [-0.6815, -1.1881, 0.4592], [-1.1842, -0.8753, 1.7660], [0.7472, 0.8421, 0.5566], [1.7976, 0.2617, 1.4330], [-1.3762, 1.0170, -0.5517], [-1.8666, 1.5383, 0.3517], [-1.7563, 1.1054, -1.7991], [0.7838, -0.9603, -3.6135], [0.0834, -2.0564, 0.6375], [-1.5011, -1.5416, -0.1396], [-1.3476, 0.0635, 1.8072], [0.3744, 1.5840, 1.1429], [2.2965, -0.4641, 0.7728], [2.6214, 0.9851, 1.6800], [1.2928, -0.0546, 2.3744], [-1.1871, 0.7832, -2.5509]],
  "nbo_charge": [-0.296, 0.095, -0.140, -0.071, -0.731, -0.643, -0.428, 0.834, -0.567, -0.680, 0.234, 0.199, 0.177, 0.479, 0.387, 0.204, 0.208, 0.203, 0.535]
}



#R
{
  "formula": "C6H9NO3",
  "method": "ωB97M-V/def2-TZVPD",
  "smiles": "C#C[C@@H](N[C@@H](C)O)C(=O)O",
  "total_charge": 0,
  "homo_energy_ev": -9.812,
  "orbital_gap_ev": 10.37,
  "lumo_energy_ev": 0.559,
  "species": ["C", "C", "C", "N", "C", "C", "O", "C", "O", "O", "H", "H", "H", "H", "H", "H", "H", "H", "H"],
  "xyz": [[1.9163, -2.2982, -0.3919], [1.5526, -1.1923, -0.5701], [1.3155, 0.1827, -0.4257], [-0.2172, 0.3807, 0.4848], [-1.3613, 0.0057, -0.4078], [-2.5937, -0.4464, 0.4068], [-1.5783, 1.0836, -1.2738], [2.3291, 0.8440, 0.4218], [3.3837, 0.3799, 0.7363], [1.9657, 2.0625, 0.8748], [2.3657, -3.2509, -0.2471], [1.2379, 0.7157, -1.3351], [-0.0194, -0.2220, 1.2422], [-0.9543, -0.8265, -1.0621], [-2.6070, 0.1048, 1.2857], [-3.4203, -0.2571, -0.2818], [-2.5236, -1.5244, 0.6736], [-1.9314, 1.7650, -0.6867], [1.1400, 2.4933, 0.5561]],
  "nbo_charge": [-0.164, -0.049, -0.243, -0.629, 0.231, -0.649, -0.703, 0.773, -0.534, -0.687, 0.240, 0.254, 0.361, 0.161, 0.211, 0.231, 0.225, 0.462, 0.511]
}



#S
{
  "formula": "C6H9NO3",
  "method": "ωB97M-V/def2-TZVPD",
  "smiles": "C=C1C(=O)N[C@@H](OC)[C@@H]1O",
  "total_charge": 0,
  "homo_energy_ev": -9.282,
  "orbital_gap_ev": 9.87,
  "lumo_energy_ev": 0.585,
  "species": ["C", "C", "C", "O", "N", "C", "O", "C", "C", "O", "H", "H", "H", "H", "H", "H", "H", "H", "H"],
  "xyz": [[-0.7642, 2.2260, 1.9524], [-0.4083, 1.4613, 0.9546], [-1.0789, 1.4850, -0.3320], [-1.9283, 2.3372, -0.6134], [-0.7176, 0.4258, -1.0962], [0.1799, -0.6709, -0.4450], [1.2429, -0.9805, -1.2698], [1.0573, -2.2196, -1.9076], [0.6529, 0.3372, 1.0591], [0.6791, -0.4543, 2.1730], [-0.4126, 1.9690, 2.9078], [-1.4844, 2.9466, 1.5998], [-1.2062, 0.2486, -1.9870], [-0.3189, -1.5231, -0.1247], [-0.0707, -2.1937, -2.1064], [1.3757, -3.0338, -1.1560], [1.7344, -2.1888, -2.8032], [1.6700, 0.6372, 0.7746], [-0.2021, -0.8093, 2.4200]],
  "nbo_charge": [-0.319, -0.170, 0.624, -0.620, -0.637, 0.239, -0.539, -0.257, 0.118, -0.698, 0.213, 0.243, 0.408, 0.152, 0.170, 0.181, 0.209, 0.204, 0.479]
}



Which one sits at the bottom of the stability order? #P does.



#P
{
  "formula": "C6H9NO3",
  "method": "ωB97M-V/def2-TZVPD",
  "smiles": "O=C=CC(=O)O.CC(C)=N",
  "total_charge": 0,
  "homo_energy_ev": -9.481,
  "orbital_gap_ev": 10.02,
  "lumo_energy_ev": 0.538,
  "species": ["O", "C", "C", "C", "O", "O", "H", "H", "C", "C", "C", "N", "H", "H", "H", "H", "H", "H", "H"],
  "xyz": [[4.1762, -1.8776, -0.5395], [3.4114, -0.9990, -0.5929], [2.6083, 0.0415, -0.5465], [2.7601, 1.1643, 0.3636], [1.9421, 2.0518, 0.3438], [3.8673, 1.1402, 1.1216], [1.7800, 0.0637, -1.3224], [3.6500, 1.9444, 1.7396], [-2.3807, 0.5329, -1.1505], [-1.9347, -0.6129, -0.2603], [-2.5838, -0.6375, 1.1193], [-1.0028, -1.2931, -0.6309], [-3.4554, 0.4670, -1.4340], [-1.5893, 0.6806, -1.8401], [-2.3195, 1.5009, -0.5505], [-3.5835, -0.3014, 0.9050], [-1.9506, -0.2108, 1.9018], [-2.7272, -1.6607, 1.4217], [-0.6680, -1.9944, -0.0488]],
  "nbo_charge": [-0.418, 0.784, -0.673, 0.768, -0.599, -0.672, 0.304, 0.504, -0.679, 0.343, -0.704, -0.650, 0.225, 0.237, 0.217, 0.220, 0.241, 0.215, 0.335]
}



#Q
{
  "formula": "C6H9NO3",
  "method": "ωB97M-V/def2-TZVPD",
  "smiles": "COC1=C([N+](=O)[O-])CCC1",
  "total_charge": 0,
  "homo_energy_ev": -9.169,
  "orbital_gap_ev": 9.34,
  "lumo_energy_ev": 0.172,
  "species": ["C", "O", "C", "C", "N", "O", "O", "C", "C", "C", "H", "H", "H", "H", "H", "H", "H", "H", "H"],
  "xyz": [[1.1386, 2.5782, -0.2318], [-0.0339, 1.8013, 0.1128], [-0.0900, 0.4614, 0.2002], [-1.1468, -0.3743, 0.1410], [-2.5250, -0.0733, 0.0540], [-2.8178, 1.0868, 0.2346], [-3.3348, -0.9344, -0.2302], [-0.7611, -1.8554, 0.1655], [0.7397, -1.6827, -0.1370], [1.2229, -0.2763, 0.2702], [0.6491, 3.5568, -0.4356], [1.4812, 2.3178, -1.3203], [1.9736, 2.4261, 0.4479], [-0.6938, -2.1479, 1.2354], [-1.4953, -2.3881, -0.5067], [1.3459, -2.4727, 0.3532], [0.8161, -1.7237, -1.2568], [1.9419, 0.2789, -0.3878], [1.5895, -0.5782, 1.2914]],
  "nbo_charge": [-0.269, -0.482, 0.420, -0.055, 0.521, -0.385, -0.403, -0.429, -0.378, -0.490, 0.230, 0.177, 0.200, 0.204, 0.262, 0.207, 0.204, 0.230, 0.235]
}



Which one sits at the bottom of the stability order? #Q does.



#P
{
  "formula": "CH11O5",
  "method": "ωB97M-V/def2-TZVPD",
  "multiplicity": 2,
  "s_squared": 0.76,
  "total_charge": 0,
  "homo_energy_ev": [-9.814, -9.814],
  "orbital_gap_ev": [9.82, 5.21],
  "lumo_energy_ev": [0.006, -4.608],
  "species": ["C", "O", "H", "H", "H", "H", "H", "O", "H", "H", "O", "H", "H", "O", "H", "H", "O"],
  "xyz": [[1.7422, -1.2816, -0.5983], [0.5999, -0.3790, -0.5915], [1.8222, -1.8751, -1.5601], [1.6353, -1.9118, 0.3315], [2.6385, -0.5542, -0.5357], [-0.1379, 0.1995, 0.8930], [-0.9616, -0.6707, 1.8872], [-0.7686, 0.3276, 1.6642], [-0.2126, -1.3040, -0.7642], [-1.0583, -2.3084, 0.4257], [-0.7525, -2.2870, -0.4763], [-0.8356, 2.4975, 0.2362], [-0.9561, 2.2836, 1.7071], [-1.1547, 2.8750, 1.0813], [0.0875, 1.1157, -1.0638], [-1.2183, 1.3596, -1.3689], [-0.4694, 1.9131, -1.2673]],
  "mulliken_spin": [-0.008, 0.571, 0.001, 0.014, 0.041, 0.002, -0.002, -0.002, -0.043, -0.017, 0.436, 0.000, 0.000, 0.000, -0.008, 0.000, 0.015]
}



#Q
{
  "formula": "CH11O5",
  "method": "ωB97M-V/def2-TZVPD",
  "multiplicity": 2,
  "s_squared": 0.75,
  "total_charge": 0,
  "homo_energy_ev": [-9.959, -9.958],
  "orbital_gap_ev": [10.10, 5.58],
  "lumo_energy_ev": [0.136, -4.381],
  "species": ["C", "O", "H", "H", "H", "H", "H", "O", "H", "H", "O", "H", "H", "O", "H", "H", "O"],
  "xyz": [[-0.7910, 2.4500, 2.6321], [0.6136, 2.4857, 3.0069], [-1.0145, 1.4786, 2.1923], [-1.0312, 3.2827, 1.9790], [-1.4020, 2.4457, 3.5360], [-0.3845, -0.6959, -2.3668], [-0.5481, 0.3288, -3.4937], [-0.3904, -0.6106, -3.3435], [0.8422, 1.6246, 2.6313], [-0.4124, -1.1603, -0.5730], [0.3431, -0.6406, -0.9252], [-1.4640, -2.9061, -2.8221], [-0.1075, -2.9373, -2.3008], [-0.9088, -3.4789, -2.2725], [2.1025, -0.3902, 1.3549], [0.8548, -0.1053, 0.5256], [1.2750, 0.0950, 1.3797]],
  "mulliken_spin": [0.000, 0.001, 0.000, 0.000, 0.000, -0.015, -0.004, 0.089, -0.002, -0.021, 0.912, 0.000, -0.001, 0.000, -0.002, -0.008, 0.052]
}



Which one sits at the bottom of the stability order? #P does.



#P
{
  "formula": "C5H14N2O",
  "method": "ωB97M-V/def2-TZVPD",
  "multiplicity": 2,
  "s_squared": 0.76,
  "total_charge": 1,
  "homo_energy_ev": [-14.398, -14.376],
  "orbital_gap_ev": [11.32, 6.19],
  "lumo_energy_ev": [-3.079, -8.184],
  "species": ["C", "N", "C", "N", "C", "C", "C", "O", "H", "H", "H", "H", "H", "H", "H", "H", "H", "H", "H", "H", "H", "H"],
  "xyz": [[0.0157, -0.9485, -0.7025], [-0.7510, -0.7506, -2.0315], [-0.2390, 0.4393, -2.7489], [-0.2360, 1.6670, -1.9910], [-0.6426, -0.4888, 0.6051], [0.5394, -0.5292, 1.6859], [0.2429, 0.1746, 3.0274], [1.8532, -0.2371, 1.1222], [0.2134, -1.9979, -0.8244], [1.0106, -0.5156, -0.8164], [-1.7687, -0.7033, -1.9775], [0.8549, 0.1539, -3.0391], [-0.7173, 0.6512, -3.7148], [-1.1702, 2.0813, -2.1544], [-0.2780, 1.4100, -0.9962], [-1.4773, -1.0546, 0.9349], [-1.0069, 0.5191, 0.5485], [0.8138, -1.5701, 1.9565], [-0.3629, 1.0067, 2.8005], [-0.0951, -0.5724, 3.7558], [1.2674, 0.5375, 3.4618], [1.9336, 0.7276, 1.0980]],
  "mulliken_spin": [-0.015, 0.767, -0.021, 0.232, 0.034, 0.005, 0.002, 0.000, 0.049, 0.003, -0.027, -0.001, 0.000, -0.007, -0.018, 0.000, -0.004, 0.000, 0.000, 0.000, 0.001, 0.000]
}



#Q
{
  "formula": "C5H14N2O",
  "method": "ωB97M-V/def2-TZVPD",
  "multiplicity": 2,
  "s_squared": 0.78,
  "total_charge": 1,
  "homo_energy_ev": [-13.045, -13.044],
  "orbital_gap_ev": [8.87, 4.64],
  "lumo_energy_ev": [-4.172, -8.401],
  "species": ["C", "O", "C", "C", "H", "H", "H", "H", "H", "H", "H", "H", "C", "N", "C", "N", "H", "H", "H", "H", "H", "H"],
  "xyz": [[-0.4607, -2.2528, -0.4190], [-0.3889, -3.6584, -0.3277], [-1.5966, -1.7844, 0.4690], [-1.7863, -0.2781, 0.4085], [0.4837, -1.7968, -0.0842], [-0.6351, -1.9230, -1.4524], [0.2604, -3.9866, -0.9552], [-2.5042, -2.2883, 0.1403], [-1.3893, -2.1107, 1.4883], [-2.0063, 0.0498, -0.6104], [-2.6107, 0.0447, 1.0460], [-0.8842, 0.2396, 0.7562], [2.3855, 1.7428, 0.9508], [1.6987, 1.6815, -0.3270], [0.6160, 2.3982, -0.6148], [-0.1096, 1.9780, -1.6165], [3.3775, 1.3206, 0.8459], [2.4479, 2.7759, 1.2817], [1.8164, 1.1609, 1.6795], [1.7868, 0.8290, -0.8937], [0.4233, 3.2792, -0.0045], [-0.9243, 2.5787, -1.7608]],
  "mulliken_spin": [-0.001, 0.000, 0.001, 0.000, 0.000, 0.001, 0.000, 0.000, 0.000, 0.002, 0.000, 0.000, -0.004, 0.504, -0.111, 0.597, 0.006, 0.010, 0.035, -0.020, 0.000, -0.018]
}



Which one sits at the bottom of the stability order? #P does.



#P
{
  "formula": "C5H2N2",
  "method": "ωB97M-V/def2-TZVPD",
  "total_charge": 0,
  "homo_energy_ev": [-10.313, -9.332],
  "orbital_gap_ev": [8.00, 6.83],
  "lumo_energy_ev": [-2.317, -2.497],
  "species": ["C", "C", "C", "C", "C", "N", "N", "H", "H"],
  "xyz": [[1.2553, -0.2954, -0.5249], [0.6160, -0.7382, 0.6921], [0.4556, 0.4296, -1.3037], [-0.7472, 0.5649, -0.7421], [-1.8722, 0.8888, -0.1214], [-0.6138, -0.5656, 0.7248], [-2.7083, 1.2451, 0.5815], [2.3171, -0.4704, -0.7775], [1.2975, -1.0589, 1.4713]],
  "nbo_charge": [-0.246, -0.018, 0.100, 0.015, 0.184, -0.254, -0.219, 0.220, 0.217]
}



#Q
{
  "formula": "C5H2N2",
  "method": "ωB97M-V/def2-TZVPD",
  "smiles": "C#CC(C#N)C#N",
  "total_charge": 0,
  "homo_energy_ev": -11.018,
  "orbital_gap_ev": 10.88,
  "lumo_energy_ev": -0.143,
  "species": ["C", "C", "C", "C", "N", "C", "N", "H", "H"],
  "xyz": [[-1.3894, 1.5654, -0.3267], [-0.3035, 0.9370, 0.0861], [0.3941, -0.3313, 0.2793], [1.6984, -0.2625, -0.2809], [2.8785, -0.2372, -0.3366], [-0.6039, -1.3256, -0.0541], [-1.4097, -2.2182, -0.3169], [-2.1536, 2.4208, -0.4392], [0.8890, -0.5486, 1.3891]],
  "nbo_charge": [-0.131, -0.038, -0.513, 0.273, -0.247, 0.289, -0.246, 0.278, 0.336]
}



Which one sits at the bottom of the stability order? #P does.